{
  "formula": "C3H6N",
  "method": "wB97M-V/def2-TZVPD",
  "spin_multiplicity": 3,
  "relative_energy_kcal_mol": 6.48,
  "s_squared": 2.025,
  "orbital_gap_ev": [6.7, 8.5],
  "charge": 1,
  "species": ["C", "C", "C", "N", "H", "H", "H", "H", "H", "H"],
  "coordinates": [[2.167, -1.553, 1.119], [-1.217, 2.261, -0.855], [-0.077, -1.386, 0.139], [1.120, -1.454, 0.631], [3.093, -1.811, 1.576], [-2.324, 2.507, -0.607], [-1.240, 1.673, -1.768], [-0.274, 2.532, -0.283], [-0.774, -1.231, 0.861], [-0.475, -1.539, -0.812]],
  "forces_ev_per_a": [[-1.04, 0.11, -0.56], [-1.53, 0.16, 0.56], [0.08, 0.06, 0.27], [1.99, -0.49, -0.19], [0.46, 0.02, 0.23], [2.47, 0.01, 0.24], [0.79, 0.08, 0.07], [-1.70, -0.29, -0.87], [-2.10, 0.62, 2.11], [0.61, -0.29, -1.86]]
}